16 unconnected molecules or ions with the total composition C41H91N9O37S7, computed with wB97M-V/def2-TZVPD.

Computed properties:
Orbital gap ... 8.4 eV
Maximum force ... 6.73 eV/A
HOMO ... -0.3185 Eh

The geometry in ORCA input format:
```
! RIJCOSX wB97M-V def2-TZVPD def2/J DEFGRID3
* xyz 0 1
C -17.357 -2.237 13.092
C -18.399 -2.120 14.109
O -18.447 -3.319 14.759
S -18.005 -4.655 13.793
O -19.142 -5.295 13.064
O -17.194 -5.598 14.525
O -17.178 -3.651 12.727
H -16.410 -2.093 13.611
H -17.305 -1.531 12.262
H -19.397 -2.089 13.672
H -18.148 -1.299 14.779
C -18.591 -9.757 8.896
C -17.873 -10.462 7.823
O -18.526 -10.207 6.585
S -19.995 -9.661 6.782
O -20.990 -10.702 7.091
O -20.315 -8.685 5.674
O -19.447 -8.933 8.194
H -18.018 -9.171 9.615
H -19.256 -10.466 9.389
H -17.983 -11.546 7.837
H -16.788 -10.357 7.786
C -16.181 -8.508 18.845
C -15.111 -7.396 18.961
O -15.826 -6.259 19.344
S -17.415 -6.228 18.802
O -17.448 -5.825 17.392
O -18.245 -5.541 19.788
O -17.479 -7.922 18.885
H -16.187 -9.438 19.414
H -16.209 -8.857 17.813
H -14.821 -7.200 17.929
H -14.337 -7.716 19.658
C -7.902 -5.469 19.197
C -8.636 -6.876 19.318
O -9.987 -6.502 19.368
S -10.312 -5.224 18.355
O -11.379 -4.434 18.931
O -10.559 -5.739 16.988
O -8.826 -4.536 18.587
H -7.165 -5.571 18.400
H -7.316 -5.101 20.039
H -8.204 -7.487 20.111
H -8.417 -7.391 18.382
C -11.931 -8.886 7.391
C -11.379 -8.225 6.125
O -10.245 -7.553 6.681
S -10.795 -6.698 8.018
O -11.627 -5.545 7.659
O -9.646 -6.397 8.888
O -11.809 -7.899 8.472
H -11.365 -9.757 7.719
H -13.006 -9.048 7.315
H -11.999 -7.393 5.791
H -11.003 -8.875 5.335
C -12.282 -7.177 13.926
C -13.085 -6.366 14.959
O -14.380 -6.877 15.059
S -14.408 -8.529 14.754
O -15.543 -8.963 13.951
O -14.217 -9.285 16.003
O -12.956 -8.458 13.830
H -11.270 -7.418 14.250
H -12.226 -6.725 12.936
H -13.367 -5.339 14.728
H -12.613 -6.452 15.938
C -14.333 -5.038 11.191
C -13.809 -5.651 9.927
O -14.823 -6.575 9.539
S -15.413 -7.353 10.896
O -14.542 -8.500 11.240
O -16.834 -7.522 10.782
O -15.034 -6.003 11.899
H -15.013 -4.200 11.040
H -13.474 -4.680 11.759
H -12.917 -6.209 10.214
H -13.796 -4.823 9.217
C -11.355 -1.356 11.320
C -11.483 -1.865 9.950
O -11.621 -3.049 9.672
N -11.563 -0.988 9.051
C -11.941 -1.246 7.668
H -11.870 -0.399 11.407
H -10.287 -1.285 11.526
H -11.732 -2.067 12.055
H -11.682 -0.024 9.328
H -12.432 -0.375 7.232
H -12.555 -2.145 7.612
H -11.073 -1.597 7.110
C -11.357 -10.352 11.589
C -9.848 -10.514 11.334
O -9.042 -10.498 12.299
N -9.415 -10.645 10.057
C -8.120 -10.067 9.671
H -11.745 -10.631 10.610
H -11.675 -9.340 11.840
H -11.677 -11.068 12.347
H -10.120 -10.539 9.342
H -7.465 -10.883 9.366
H -7.846 -9.369 10.463
H -8.379 -9.540 8.753
C -16.649 -11.264 11.902
C -17.875 -11.246 12.637
O -18.805 -11.998 12.278
N -17.973 -10.486 13.679
C -19.184 -10.113 14.401
H -16.683 -10.406 11.231
H -16.478 -12.079 11.199
H -15.809 -11.261 12.596
H -17.105 -10.045 13.947
H -19.897 -9.619 13.741
H -18.986 -9.245 15.030
H -19.704 -10.923 14.911
C -13.120 -11.557 18.260
C -12.069 -10.922 19.038
O -12.390 -10.003 19.801
N -10.854 -11.363 18.835
C -9.656 -10.940 19.597
H -12.861 -11.841 17.240
H -14.016 -10.942 18.178
H -13.285 -12.487 18.804
H -10.858 -12.133 18.181
H -8.752 -11.437 19.246
H -9.907 -11.279 20.602
H -9.605 -9.851 19.584
C -18.082 -13.843 15.937
C -16.594 -13.820 15.966
O -16.054 -13.989 17.065
N -16.024 -13.491 14.815
C -14.622 -13.146 14.616
H -18.467 -13.162 16.695
H -18.468 -14.837 16.165
H -18.586 -13.683 14.983
H -16.547 -13.467 13.952
H -14.193 -13.795 13.853
H -14.004 -13.178 15.514
H -14.547 -12.135 14.217
C -8.491 -3.861 15.200
C -9.470 -4.362 14.102
O -10.684 -4.377 14.263
N -8.836 -4.831 13.039
C -9.586 -5.380 11.941
H -9.008 -3.432 16.058
H -7.679 -3.238 14.826
H -8.106 -4.765 15.672
H -7.826 -4.828 13.052
H -9.421 -6.447 11.788
H -9.213 -5.013 10.985
H -10.675 -5.377 11.990
C -10.804 -11.995 14.828
C -10.373 -13.210 15.651
O -10.609 -13.231 16.838
N -9.724 -14.193 14.963
C -9.131 -15.332 15.660
H -11.450 -12.442 14.072
H -9.910 -11.656 14.305
H -11.061 -11.182 15.507
H -9.533 -14.064 13.980
H -8.192 -15.542 15.149
H -9.806 -16.171 15.830
H -8.701 -15.092 16.632
C -14.955 -3.142 17.141
C -14.900 -1.892 16.304
O -13.971 -1.676 15.498
N -15.736 -0.975 16.640
C -15.786 0.405 16.105
H -15.911 -3.664 17.104
H -14.772 -2.878 18.182
H -14.140 -3.813 16.869
H -16.288 -1.063 17.481
H -16.269 0.375 15.128
H -14.738 0.704 16.069
H -16.422 0.946 16.806
C -4.816 -4.520 14.966
C -5.609 -5.789 15.347
O -5.666 -6.183 16.547
N -6.193 -6.456 14.329
C -7.045 -7.581 14.524
H -5.421 -3.783 14.439
H -3.984 -4.806 14.323
H -4.233 -4.076 15.773
H -5.974 -6.083 13.417
H -7.140 -7.793 15.589
H -6.526 -8.409 14.041
H -8.037 -7.542 14.073
*
```


8 unconnected molecules or ions with the total composition C41H93N4O8, computed with wB97M-V/def2-TZVPD.

Computed properties:
Orbital gap (alpha / beta) ... 8.2 / 5.8 eV
Maximum force ... 4.77 eV/A
HOMO (alpha / beta) ... -0.2888 / -0.2888 Eh

The geometry in ORCA input format:
```
! RIJCOSX wB97M-V def2-TZVPD def2/J DEFGRID3
* xyz 0 2
C 0.682 0.863 0.470
C 2.260 0.850 0.432
O 3.028 1.820 1.085
H 0.264 0.061 -0.140
H 0.276 1.753 -0.012
H 0.441 0.774 1.529
H 2.331 0.985 -0.647
H 2.695 -0.132 0.620
C 0.431 -2.164 3.230
C 0.775 -3.675 3.023
C 2.161 -3.738 2.340
C 2.812 -5.095 2.355
C 2.883 -5.559 3.786
C 1.495 -5.622 4.586
N 0.742 -4.374 4.345
O -0.481 -4.344 5.108
C 0.693 -6.914 4.323
C 1.879 -5.684 6.035
C -0.295 -4.261 2.132
H 0.209 -1.677 2.281
H 1.242 -1.681 3.775
H -0.484 -2.143 3.822
H 1.871 -3.485 1.320
H 2.742 -2.910 2.746
H 3.833 -5.019 1.981
H 2.240 -5.796 1.748
H 3.559 -4.965 4.400
H 3.206 -6.594 3.679
H 1.310 -7.804 4.449
H -0.204 -6.964 4.940
H 0.436 -6.922 3.263
H 2.207 -4.700 6.371
H 1.114 -5.995 6.746
H 2.759 -6.304 6.203
H 0.072 -5.245 1.843
H -0.452 -3.564 1.309
H -1.249 -4.487 2.609
H -1.074 -4.861 4.557
C -3.401 3.867 0.769
C -2.782 4.119 2.163
C -1.847 5.339 2.024
C -1.470 5.912 3.358
C -2.667 6.259 4.273
C -3.671 5.107 4.434
N -3.859 4.237 3.206
O -4.810 3.252 3.262
C -3.127 4.299 5.748
C -5.049 5.657 4.754
C -1.981 2.827 2.605
H -2.628 3.807 0.003
H -4.047 4.710 0.525
H -3.923 2.910 0.734
H -0.952 5.080 1.459
H -2.344 6.106 1.431
H -0.763 6.732 3.238
H -0.831 5.256 3.949
H -3.170 7.131 3.855
H -2.217 6.489 5.239
H -3.183 4.903 6.653
H -3.701 3.426 6.059
H -2.110 3.907 5.719
H -5.291 6.229 5.650
H -5.333 6.351 3.964
H -5.744 4.845 4.538
H -1.797 2.717 3.673
H -1.022 2.814 2.087
H -2.504 1.944 2.237
H -5.452 3.543 2.610
C -5.282 0.092 -0.740
C -4.054 -0.434 -1.617
C -3.016 -1.103 -0.664
C -1.805 -1.805 -1.372
C -2.374 -2.971 -2.217
C -3.547 -2.530 -3.209
N -4.482 -1.503 -2.604
O -5.457 -1.046 -3.464
C -2.949 -1.990 -4.526
C -4.486 -3.754 -3.390
C -3.448 0.865 -2.295
H -5.717 -0.718 -0.155
H -6.076 0.592 -1.294
H -4.971 0.770 0.056
H -2.755 -0.403 0.131
H -3.507 -1.902 -0.108
H -1.077 -2.137 -0.631
H -1.263 -1.156 -2.059
H -2.636 -3.763 -1.515
H -1.543 -3.292 -2.844
H -2.662 -0.945 -4.411
H -2.175 -2.600 -4.992
H -3.777 -1.932 -5.233
H -3.931 -4.534 -3.910
H -4.875 -4.142 -2.448
H -5.344 -3.619 -4.048
H -4.217 1.227 -2.977
H -2.516 0.709 -2.839
H -3.284 1.611 -1.518
H -4.951 -0.564 -4.123
C 4.920 1.520 -7.043
C 4.280 0.137 -6.451
C 4.935 -0.226 -5.081
C 4.349 0.572 -3.936
C 2.796 0.327 -3.906
C 2.067 0.781 -5.190
N 2.812 0.180 -6.357
O 2.230 0.284 -7.548
C 0.635 0.163 -5.056
C 1.899 2.273 -5.293
C 4.740 -0.916 -7.442
H 4.782 2.310 -6.305
H 5.987 1.414 -7.237
H 4.440 1.938 -7.929
H 4.933 -1.303 -4.912
H 5.999 -0.030 -5.212
H 4.757 0.201 -2.995
H 4.579 1.631 -4.054
H 2.519 1.053 -3.141
H 2.546 -0.668 -3.536
H -0.085 0.555 -4.337
H 0.708 -0.877 -4.738
H 0.246 0.114 -6.073
H 1.169 2.837 -4.712
H 1.676 2.682 -6.278
H 2.898 2.667 -5.106
H 5.824 -1.033 -7.428
H 4.303 -1.877 -7.171
H 4.473 -0.712 -8.479
H 2.196 -0.636 -7.819
C 1.531 4.606 -0.635
O 2.529 4.663 0.324
H 1.806 3.893 -1.412
H 0.616 4.224 -0.181
H 1.458 5.525 -1.217
H 2.733 3.750 0.539
C 1.079 1.685 4.418
O 2.403 1.490 5.052
H 0.367 2.133 5.110
H 1.074 2.435 3.627
H 0.748 0.746 3.972
H 2.293 0.965 5.848
C 5.184 -2.278 0.438
O 6.586 -2.007 0.596
H 4.833 -2.430 1.458
H 4.662 -1.492 -0.108
H 5.165 -3.248 -0.059
H 6.770 -1.247 1.153
*
```